Below is C14H25Cl3O2Re as an isolated structure, with properties calculated with ωB97M-V with the def2-TZVPD basis set.

Structure (XYZ):
```
45
Properties=species:S:1:pos:R:3:forces:R:3
C -0.763672 0.940679 -1.943761 0.603 -0.382 -0.822
C -0.937166 -0.488974 -2.044378 1.134 0.071 -1.093
C 0.362258 -1.088607 -1.963768 0.066 -0.552 -2.118
C -2.187910 -1.193940 -2.443250 -0.311 -0.274 0.393
C 1.326184 -0.047001 -1.710314 -0.012 -0.135 -1.147
C 0.641271 1.206928 -1.783187 -0.122 -0.384 -0.928
C 1.337832 2.525885 -1.748640 -0.202 0.318 0.393
C -1.861792 1.932217 -2.104950 -0.097 0.345 0.301
C 0.689385 -2.460677 -2.449013 -0.095 -0.028 -0.096
C 2.811698 -0.213030 -1.700528 0.066 -0.045 -0.034
Re -0.086113 -0.014587 -0.069546 -1.949 2.747 3.117
Cl -3.039241 -3.563029 0.041240 -0.324 -0.475 -0.205
Cl -2.240115 -0.236589 0.843766 -0.863 -0.058 -0.407
Cl 0.417423 -2.255106 0.518917 0.906 -2.655 0.720
H -3.051698 -0.547096 -2.260970 0.052 -0.225 0.026
H -2.324410 -2.111587 -1.843128 -0.110 0.251 -0.079
H -2.185860 -1.465799 -3.513381 0.212 0.154 0.232
H -0.082049 -3.173854 -2.144917 0.223 0.036 0.109
H 1.669088 -2.778850 -2.083619 -0.238 -0.105 0.056
H 0.723680 -2.442347 -3.550392 0.029 -0.051 -0.008
H 3.102432 -1.130318 -1.180384 -0.048 0.160 0.016
H 3.285284 0.646686 -1.217642 0.052 -0.238 0.030
H 3.190383 -0.264882 -2.733090 -0.010 -0.033 0.139
H 2.261937 2.422722 -1.176641 -0.117 0.198 0.059
H 0.707343 3.275586 -1.263013 0.147 -0.103 0.059
H 1.611749 2.904013 -2.744337 -0.171 -0.323 -0.002
H -2.785958 1.527142 -1.684884 0.111 0.167 0.097
H -2.057884 2.178702 -3.157917 0.179 -0.173 0.045
H -1.604509 2.861501 -1.588313 -0.153 -0.109 0.077
O -0.175587 1.844580 0.535584 0.263 1.959 1.158
H 0.030275 1.908717 1.491220 -0.189 -0.463 -0.670
C -1.147114 0.650770 3.688948 -0.446 0.245 0.275
C 0.154282 -0.052470 3.360590 0.607 -0.010 -1.722
C 1.311459 0.658658 4.027833 0.233 0.139 0.554
C 0.030043 -1.472920 3.847079 0.029 -0.598 0.346
O 0.518855 -0.018281 1.983677 0.251 0.378 1.074
H -1.256127 0.701123 4.777200 0.014 0.041 0.150
H -2.004591 0.103765 3.292832 0.198 0.195 -0.005
H -1.167091 1.673290 3.307951 -0.042 0.037 -0.129
H 1.215340 0.629921 5.115828 0.073 0.059 0.253
H 2.254275 0.189660 3.736078 -0.078 -0.001 -0.004
H 1.326233 1.702107 3.706594 0.060 0.046 -0.024
H -0.845651 -1.945140 3.405243 0.067 -0.105 -0.183
H 0.914546 -2.052267 3.590267 0.041 -0.056 -0.153
H -0.088617 -1.500201 4.935318 -0.040 0.035 0.151
```
Positions in Å, forces in eV/Å.

Energy (eV): -58716.607
Max |F| (Eh/bohr): 0.0892
Gap between HOMO and LUMO (alpha / beta) (eV): 3.524 / 5.674
Molecular weight (u): 517.92
Multiplicity: 4
⟨S²⟩: 3.77
Net charge: -2
HOMO level (alpha / beta) (eV): 1.385 / -0.814
Lowest unoccupied orbital energy (alpha / beta) (eV): 4.91 / 4.86

Mulliken population analysis, charges in e, atoms 1 to 4: 1.21, 1.03, -0.40, -1.25